## P
Formula: C6H15NO2
Source: the Open Molecules 2025 dataset
Level of theory: wB97M-V/def2-TZVPD

For the frontier orbital gap (spin up / spin down), the calculation gives 8.59 / 8.59 eV.

```
! wB97M-V def2-TZVPD RIJCOSX def2/J DEFGRID3
* xyz 0 1
C -1.079 0.264 0.446
C 1.032 -0.428 -0.303
C -1.431 1.686 0.125
C -1.965 -0.791 -0.157
C 1.868 0.763 0.147
C 0.702 -0.361 -1.784
N -0.236 -1.136 2.021
O -0.770 0.151 1.747
O 1.846 -1.622 -0.234
H 2.330 -1.634 0.600
H 0.313 -0.953 2.861
H 0.447 -1.119 1.061
H -1.613 -1.794 0.061
H -0.852 2.373 0.739
H -2.496 1.870 0.301
H -1.241 1.895 -0.928
H -2.973 -0.685 0.261
H -2.037 -0.643 -1.233
H 0.163 0.548 -2.048
H 2.834 0.779 -0.370
H 1.371 1.707 -0.073
H 2.054 0.723 1.224
H 1.621 -0.364 -2.379
H 0.113 -1.228 -2.083
*
```

## Q
Formula: C6H15NO2
Source: the Open Molecules 2025 dataset
Level of theory: wB97M-V/def2-TZVPD

For the frontier orbital gap, the calculation gives 9.27 eV.

```
! wB97M-V def2-TZVPD RIJCOSX def2/J DEFGRID3
* xyz 0 1
C -0.806 -0.555 0.470
C 0.687 -0.612 0.821
C -1.057 0.537 -0.584
C 3.567 0.921 -0.856
C -1.611 -0.314 1.751
C -2.505 0.647 -1.055
N 1.545 -1.398 0.184
O 2.252 0.443 -0.778
O -1.236 -1.783 -0.143
H -1.122 -2.498 0.495
H 1.188 -1.683 -0.732
H 0.941 -0.471 1.873
H 1.537 0.558 0.197
H -0.413 0.321 -1.439
H -0.726 1.491 -0.167
H 3.578 1.979 -1.155
H 4.091 0.362 -1.638
H 4.127 0.805 0.079
H -1.376 -1.081 2.494
H -1.379 0.661 2.180
H -2.678 -0.367 1.546
H -2.857 -0.313 -1.428
H -2.578 1.378 -1.861
H -3.169 0.974 -0.254
*
```

## R
Formula: C6H15NO2
Source: the Open Molecules 2025 dataset
Level of theory: wB97M-V/def2-TZVPD

Its structure (SMILES) is CCCCCNC=O.O. For the frontier orbital gap, the calculation gives 10.15 eV.

```
! wB97M-V def2-TZVPD RIJCOSX def2/J DEFGRID3
* xyz 0 1
C 0.150 0.163 -0.576
N -0.890 0.355 -1.576
C -1.395 1.657 -1.804
O -2.439 1.757 -2.391
C -0.322 -0.471 0.742
C 0.437 -1.837 0.925
C 1.865 -1.633 1.485
C 2.742 -2.895 1.240
H 0.711 1.087 -0.448
H 0.913 -0.458 -1.075
H -1.438 -0.455 -1.850
H -0.693 2.416 -1.437
H -1.380 -0.720 0.758
H -0.142 0.038 1.696
H -0.111 -2.343 1.732
H 0.491 -2.414 0.018
H 2.310 -0.885 0.803
H 1.881 -1.175 2.463
H 3.291 -2.989 2.178
H 2.122 -3.783 1.070
H 3.348 -2.889 0.339
H -1.017 2.036 1.089
H -0.363 2.981 2.042
O -0.652 2.908 1.143
*
```

It comes down to R, which is 0.1033 hartree more stable than the next structure.

## P
Formula: C6H15NO2
Source: the Open Molecules 2025 dataset
Level of theory: wB97M-V/def2-TZVPD

Its structure (SMILES) is CN[C@H](C)OC(C)(C)O. For the frontier orbital gap, the calculation gives 9.46 eV.

```
! wB97M-V def2-TZVPD RIJCOSX def2/J DEFGRID3
* xyz 0 1
C 0.169 0.869 1.141
C 0.593 -1.020 -0.273
C -1.024 1.401 1.928
C 0.664 1.842 -0.117
C -1.000 -0.394 -2.048
C 0.305 -2.523 -0.288
N 0.364 -0.340 -1.544
O -0.226 -0.431 0.705
O 1.307 0.747 1.965
H 1.087 0.196 2.730
H 1.030 -0.670 -2.237
H 1.652 -0.855 -0.020
H -0.757 2.347 2.400
H -1.872 1.555 1.261
H -1.314 0.692 2.701
H -0.220 2.137 -0.662
H 1.534 1.573 -0.706
H 1.056 2.690 0.430
H -1.092 0.318 -2.866
H -1.664 -0.094 -1.241
H -1.302 -1.382 -2.409
H 0.505 -2.942 0.700
H 0.946 -3.018 -1.020
H -0.741 -2.698 -0.532
*
```

## Q
Formula: C6H15NO2
Source: the Open Molecules 2025 dataset
Level of theory: wB97M-V/def2-TZVPD

Its structure (SMILES) is CNC(=O)CC(C)C.O. For the frontier orbital gap, the calculation gives 9.63 eV.

```
! wB97M-V def2-TZVPD RIJCOSX def2/J DEFGRID3
* xyz 0 1
C -0.388 0.425 -1.054
C -0.565 -0.835 -0.205
C -2.077 -1.273 -0.355
C 0.259 -1.990 -0.831
C 0.673 1.438 -0.589
N 1.684 1.294 0.338
C 2.095 0.216 1.238
O 0.507 2.600 -0.950
H -1.312 1.024 -1.025
H -0.120 0.020 -2.038
H -0.353 -0.764 0.867
H -2.174 -1.949 -1.195
H -2.392 -1.800 0.563
H -2.736 -0.434 -0.481
H -0.231 -2.299 -1.740
H 1.256 -1.644 -1.125
H 0.331 -2.799 -0.100
H 2.199 2.106 0.618
H 2.782 -0.500 0.756
H 2.599 0.636 2.087
H 1.340 -0.537 1.492
H -0.823 2.504 1.994
H -1.582 2.503 0.575
O -0.971 2.056 1.160
*
```

It comes down to P, which is 0.0083 hartree more stable than the next structure.

## P
Formula: C3H4FN3O
Source: the Open Molecules 2025 dataset
Level of theory: wB97M-V/def2-TZVPD

Its structure (SMILES) is Nn1nc(O)cc1F. For the frontier orbital gap, the calculation gives 9.69 eV.

```
! wB97M-V def2-TZVPD RIJCOSX def2/J DEFGRID3
* xyz 0 1
C 1.363 -0.139 0.040
C 0.667 1.129 0.045
C -0.632 0.703 -0.079
H -1.604 -2.408 -0.251
H -2.150 -1.334 1.258
H 3.078 -0.928 0.284
H 1.158 2.186 0.643
N -1.952 -1.240 0.052
N -0.769 -0.585 -0.173
N 0.551 -1.207 -0.048
O 2.792 0.042 -0.043
F -1.779 1.468 -0.049
*
```

## Q
Formula: C3H4FN3O
Source: the Open Molecules 2025 dataset
Level of theory: wB97M-V/def2-TZVPD

Its structure (SMILES) is N/N=c1\[nH]c(F)co1. For the frontier orbital gap, the calculation gives 9.11 eV.

```
! wB97M-V def2-TZVPD RIJCOSX def2/J DEFGRID3
* xyz 0 1
C -0.506 -0.014 0.172
C 1.298 -1.027 -0.689
C 0.561 -2.034 -0.156
H -1.348 2.380 1.455
H -1.802 2.422 -0.008
H 1.341 1.021 -0.204
H 0.429 -3.077 -0.330
N -1.024 1.976 0.628
N -1.594 0.658 0.517
N 0.705 0.262 -0.478
O -0.617 -1.437 0.282
F 2.558 -1.131 -1.189
*
```

It comes down to Q, which is 0.0616 hartree more stable than the next structure.

## P
Formula: C4H9FN2
Source: the Open Molecules 2025 dataset
Level of theory: wB97M-V/def2-TZVPD

Its structure (SMILES) is [H]/N=C(\N)C(C)(C)F. For the frontier orbital gap, the calculation gives 9.85 eV.

```
! wB97M-V def2-TZVPD RIJCOSX def2/J DEFGRID3
* xyz 0 1
C 0.685 -0.061 1.466
C 0.575 -0.120 -0.047
C 1.301 1.108 -0.661
C -1.018 -0.238 -0.294
H 1.727 0.213 1.770
H -0.227 0.652 1.842
H 0.371 -1.068 1.736
H 1.658 1.049 -1.855
H 2.263 1.067 -0.098
H 0.747 1.939 -0.606
H -2.404 -1.340 -1.336
H -0.962 -2.281 -0.670
H -2.696 0.842 -0.023
N -1.495 -1.362 -0.663
N -1.612 0.908 -0.115
F 1.088 -1.308 -0.444
*
```

## Q
Formula: C4H9FN2
Source: the Open Molecules 2025 dataset
Level of theory: wB97M-V/def2-TZVPD

Its structure (SMILES) is NCC(=CF)CN. For the frontier orbital gap, the calculation gives 10.10 eV.

```
! wB97M-V def2-TZVPD RIJCOSX def2/J DEFGRID3
* xyz 0 1
C 0.548 1.126 0.404
C 0.565 -0.412 0.136
C -0.650 -1.185 0.397
C 1.723 -0.978 -0.159
H -0.543 2.758 -0.021
H -0.217 1.830 -1.333
H 1.556 1.555 0.215
H 0.308 1.334 1.481
H -0.418 -2.234 0.359
H -0.978 -0.936 1.420
H -2.537 -1.432 -0.428
H -1.868 0.031 -0.736
H 1.822 -2.044 -0.275
N -0.458 1.808 -0.351
N -1.674 -0.964 -0.668
F 2.819 -0.257 -0.441
*
```

It comes down to Q, which is 0.0267 hartree more stable than the next structure.

## P
Formula: C3H2N2
Source: the Open Molecules 2025 dataset
Level of theory: wB97M-V/def2-TZVPD

Its structure (SMILES) is N#CC1=NC1. For the frontier orbital gap, the calculation gives 10.46 eV.

```
! wB97M-V def2-TZVPD RIJCOSX def2/J DEFGRID3
* xyz 0 1
C -2.103 1.566 1.062
C -1.268 1.054 0.059
C -0.135 0.153 -0.179
N -2.835 2.038 1.811
N -0.848 1.046 -1.109
H 0.948 0.514 0.003
H -0.211 -1.014 -0.236
*
```

## Q
Formula: C3H2N2
Source: the Open Molecules 2025 dataset
Level of theory: wB97M-V/def2-TZVPD

Its structure (SMILES) is N#CCC#N. For the frontier orbital gap, the calculation gives 12.76 eV.

```
! wB97M-V def2-TZVPD RIJCOSX def2/J DEFGRID3
* xyz 0 1
C -1.216 -0.018 -0.524
C 1.306 -0.556 0.011
C -0.086 0.309 0.330
N -2.147 -0.218 -1.157
N 2.261 -1.188 -0.118
H 0.013 1.384 -0.004
H -0.131 0.287 1.461
*
```

## R
Formula: C3H2N2
Source: the Open Molecules 2025 dataset
Level of theory: wB97M-V/def2-TZVPD

Its structure (SMILES) is N#CN1C=C1. For the frontier orbital gap, the calculation gives 10.10 eV.

```
! wB97M-V def2-TZVPD RIJCOSX def2/J DEFGRID3
* xyz 0 1
C -1.637 0.462 -1.973
C 0.449 0.075 -0.383
C -0.497 0.451 0.455
N -2.587 0.245 -2.599
N -0.445 1.108 -0.873
H 1.375 -0.361 -0.690
H -0.738 0.490 1.538
*
```

It comes down to Q, which is 0.0502 hartree more stable than the next structure.

## P
Formula: CH5NO2S
Source: the Open Molecules 2025 dataset
Level of theory: wB97M-V/def2-TZVPD

For the frontier orbital gap (spin up / spin down), the calculation gives 7.74 / 8.95 eV.

```
! wB97M-V def2-TZVPD RIJCOSX def2/J DEFGRID3
* xyz 0 1
C -1.059 -0.992 0.020
N 0.610 1.460 0.038
O 1.948 1.928 -0.290
O -2.421 1.217 0.346
S -1.455 0.669 -0.651
H -0.891 -1.739 -0.888
H -0.323 -0.884 0.699
H -1.949 -1.447 0.416
H 0.361 2.345 0.417
H 2.558 1.193 0.037
*
```

## Q
Formula: CH5NO2S
Source: the Open Molecules 2025 dataset
Level of theory: wB97M-V/def2-TZVPD

For the frontier orbital gap, the calculation gives 9.65 eV.

```
! wB97M-V def2-TZVPD RIJCOSX def2/J DEFGRID3
* xyz 0 1
C 0.614 0.042 -0.797
N 1.564 0.650 0.305
O -1.208 -1.300 0.478
O -1.454 1.166 0.535
S -1.216 0.093 -0.421
H 0.555 -1.004 -0.871
H 0.759 0.528 -1.744
H 1.093 1.522 0.489
H -2.024 -1.818 0.840
H 1.316 0.120 1.186
*
```

It comes down to Q, which is 0.1250 hartree more stable than the next structure.